w | This record from the Open Molecules 2025 dataset describes a structure of composition C4H12N2S. The level of theory is ωB97M-V with the def2-TZVPD basis set.

Cartesian coordinates (Å):
C: -1.72240 1.01183 -0.13930
N: -0.80943 1.05700 -1.26218
C: 0.38954 0.27486 -0.99600
C: 1.32272 1.07939 -0.10272
S: 2.92000 0.15976 0.02141
C: -0.13042 -0.99142 -0.35288
N: -0.63712 -0.73474 0.97372
H: -1.88309 2.01360 0.25328
H: -2.67614 0.48987 -0.29070
H: -1.18732 0.42357 0.64019
H: -1.13289 1.08710 -2.21929
H: 1.02752 -0.00975 -1.84382
H: 1.39388 2.12654 -0.39791
H: 0.96574 1.04721 0.94281
H: 1.95631 -2.53839 2.59534
H: 1.70921 -1.91925 2.25380
H: -0.81089 -1.61976 -0.94982
H: 0.77415 -1.65548 -0.24947
H: -1.46936 -1.30194 1.12354

Computed properties:
Multiplicity ... 2
Frontier orbital gap (alpha / beta) ... 0.217 / 0.212 hartree
⟨S²⟩ ... 0.76
Net charge ... -1
LUMO energy (alpha / beta) ... 0.1356 / 0.1307 hartree

=====

x | This record from the Open Molecules 2025 dataset describes the ion C4H12N2S with charge -1. The level of theory is ωB97M-V with the def2-TZVPD basis set.

Cartesian coordinates (Å):
C: 1.31025 0.69280 0.06828
N: 0.14737 -0.26561 -0.21557
C: -1.31427 -0.47348 0.40705
C: -1.37057 -1.56304 1.49942
S: -2.17532 -3.20489 0.82173
C: 1.71106 1.33756 -1.23690
N: 0.60039 2.23386 -1.65817
H: 2.28026 0.16015 0.31297
H: 1.30378 1.35621 1.00987
H: -2.84671 -3.41013 1.90858
H: -1.46995 0.53395 1.04161
H: -1.98497 -0.69934 -0.45333
H: -1.86881 -1.05193 2.40516
H: -0.41955 -1.93319 1.86206
H: 2.52639 2.07550 -1.01663
H: 1.87719 0.67082 -2.04818
H: 0.13464 1.73174 -2.36657
H: 0.44855 -1.21254 -0.20378
H: 1.11027 3.02155 -2.13761

Computed properties:
Multiplicity ... 2
Frontier orbital gap (alpha / beta) ... 0.082 / 0.294 hartree
⟨S²⟩ ... 0.75
Net charge ... -1
LUMO energy (alpha / beta) ... 0.1211 / 0.1170 hartree

=====

Relative to the most stable one, in eV, the structures come out at w 0.000; x 0.205.

=====

w | This record from the Open Molecules 2025 dataset describes the molecule C7H8O2. The level of theory is ωB97M-V with the def2-TZVPD basis set.

Cartesian coordinates (Å):
C: 0.02425 -0.48573 1.69160
C: -0.36570 -0.67524 0.24741
O: -1.26443 -1.81967 0.28049
C: -1.14957 0.55479 -0.12580
C: -0.55265 1.55464 -0.82859
C: 0.73481 1.43378 -1.49336
O: 1.27311 2.28697 -2.16200
C: 1.28366 0.05227 -1.38407
C: 0.82449 -0.92190 -0.59730
H: 0.70882 0.38800 1.83506
H: -0.89609 -0.32332 2.27019
H: 0.55742 -1.41503 2.08269
H: -1.84720 -1.88616 1.00205
H: -2.04865 0.68955 0.41713
H: -0.99555 2.50939 -0.88655
H: 2.23453 -0.12089 -1.88531
H: 1.47874 -1.82145 -0.46362

Computed properties:
SMILES string ... CC1(O)C=CC(=O)C=C1
Frontier orbital gap ... 0.354 hartree
LUMO energy ... -0.0102 hartree

=====

x | This record from the Open Molecules 2025 dataset describes a cluster of 3 separate species, C7H8O2 in total. The level of theory is ωB97M-V with the def2-TZVPD basis set.

Cartesian coordinates (Å):
C: 0.01066 -0.43071 0.04382
C: -0.03168 0.78923 -0.56117
C: -0.05216 -0.43434 -1.45480
C: 0.33749 -1.20913 1.24225
C: -1.94702 0.35577 0.26202
O: -2.83620 -0.20437 -0.56961
C: 2.11066 0.81657 -0.34712
C: 3.16463 1.34672 -0.03598
O: -2.20282 0.96334 1.25636
H: -3.73451 -0.02024 -0.23123
H: -0.12666 1.85556 -0.45681
H: 0.85656 -0.67450 -1.98658
H: -0.97655 -0.71934 -1.93994
H: 1.38205 -1.51788 1.15174
H: 0.22173 -0.60406 2.14098
H: -0.28204 -2.10647 1.29915
H: 4.10587 1.79384 0.18691

Computed properties:
Frontier orbital gap ... 0.306 hartree
LUMO energy ... -0.0068 hartree

=====

y | This record from the Open Molecules 2025 dataset describes a structure of composition C7H8O2. The level of theory is ωB97M-V with the def2-TZVPD basis set.

Cartesian coordinates (Å):
C: 2.20178 0.73041 0.75357
C: 1.18521 -0.65973 -0.99619
C: -0.32985 -0.54074 -0.42420
C: -1.22077 -1.32359 0.06353
C: -2.41319 -0.58835 0.45655
C: -2.33762 0.66585 -0.05753
C: -1.07798 0.87158 -0.47137
H: 1.98185 1.61666 -0.02639
H: 3.43058 0.84792 1.06696
H: 1.57791 0.66118 1.94505
H: 1.25980 0.00898 -1.76414
H: 1.47481 -1.60029 -1.58384
H: -1.25167 -2.48220 0.03882
H: -2.96737 -0.99231 1.29722
H: -3.16211 1.34365 0.16672
O: 2.16169 -0.50047 0.03526
O: -0.51306 1.94144 -0.50003

Computed properties:
Frontier orbital gap ... 0.313 hartree
LUMO energy ... -0.0305 hartree

=====

Relative to the most stable one, in eV, the structures come out at w 0.000; x 6.890; y 3.627.

=====

w | This record from the Open Molecules 2025 dataset describes a cluster of 2 separate species, CH5NO in total. The level of theory is ωB97M-V with the def2-TZVPD basis set.

Cartesian coordinates (Å):
H: 1.36524 0.42620 -1.50355
H: 1.27605 -0.28915 -1.68673
N: -1.02337 0.17674 0.21276
C: 0.07391 -0.21185 0.89070
O: 1.12369 0.42092 0.78241
H: -1.86202 -0.41645 0.20355
H: -0.98367 0.99203 -0.41302
H: 0.03017 -1.09844 1.51389

Computed properties:
SMILES string ... [H][H].NC=O
Frontier orbital gap ... 0.404 hartree
LUMO energy ... 0.0363 hartree

=====

x | This record from the Open Molecules 2025 dataset describes the molecule CH5NO. The level of theory is ωB97M-V with the def2-TZVPD basis set.

Cartesian coordinates (Å):
N: -0.88843 0.39120 0.54453
C: -0.10014 -0.14475 -0.43352
O: 1.24207 -0.36774 0.34184
H: -0.69253 -0.13500 1.39040
H: -0.74016 1.43308 0.68761
H: 0.00867 0.38488 -1.37621
H: -0.53547 -1.14962 -0.65493
H: 1.70600 -0.41204 -0.49972

Computed properties:
SMILES string ... NCO
Frontier orbital gap ... 0.391 hartree
LUMO energy ... 0.0383 hartree

=====

Relative to the most stable one, in eV, the structures come out at w 0.000; x 0.298.

=====

w | This record from the Open Molecules 2025 dataset describes the molecule C6H13P. The level of theory is ωB97M-V with the def2-TZVPD basis set.

Cartesian coordinates (Å):
C: -1.18793 0.76448 -0.38876
C: 1.43637 -0.43597 -0.87222
C: -0.21609 -0.34664 -0.23707
C: -1.29671 1.84634 0.64896
C: 0.05993 -0.83322 1.19465
C: -0.83488 -1.71781 -0.91740
P: 2.45477 1.03343 -0.61149
H: -1.74274 0.97697 -1.27736
H: 1.56895 -0.65594 -1.87597
H: -1.69760 2.68438 0.15377
H: -0.39603 2.09487 1.12717
H: -2.01109 1.74981 1.44572
H: 0.69151 -0.23961 1.69975
H: 0.56231 -1.78038 1.30352
H: -0.84891 -0.84874 1.83556
H: -1.93576 -1.64774 -0.58384
H: -0.43813 -2.57993 -0.44735
H: -0.81592 -1.59771 -1.95026
H: 3.74976 0.68473 -1.03729
H: 2.89817 0.84869 0.78990

Computed properties:
Frontier orbital gap (alpha / beta) ... 0.274 / 0.300 hartree
LUMO energy (alpha / beta) ... -0.0094 / 0.0084 hartree

=====

x | This record from the Open Molecules 2025 dataset describes the molecule C6H13P. The level of theory is ωB97M-V with the def2-TZVPD basis set.

Cartesian coordinates (Å):
C: 3.16783 -0.01230 0.39036
C: 2.17160 0.95914 0.15594
C: 0.51832 1.56626 0.26808
P: -0.49062 0.23547 0.13304
C: -2.25033 0.90404 0.27837
C: -0.60477 0.04996 -1.69104
C: -0.51109 -1.52365 0.67385
H: 4.13812 0.31346 0.35087
H: 2.77458 -1.00585 0.77311
H: 2.63504 1.89666 0.02430
H: 0.57480 2.12978 1.23875
H: -3.01098 0.08887 -0.25094
H: -2.54690 0.86151 1.31635
H: -2.52623 1.91069 -0.21306
H: 0.24549 -0.50777 -2.12194
H: -1.39385 -0.55786 -1.94798
H: -0.74521 0.97442 -2.20216
H: -1.18767 -2.09379 0.04265
H: 0.64344 -1.60124 0.29903
H: -0.65787 -1.88877 1.65030

Computed properties:
SMILES string ... C=CC=P(C)(C)C
Frontier orbital gap ... 0.307 hartree
LUMO energy ... 0.0259 hartree

=====

y | This record from the Open Molecules 2025 dataset describes a structure of composition C6H13P. The level of theory is ωB97M-V with the def2-TZVPD basis set.

Cartesian coordinates (Å):
C: 1.91844 -0.64039 1.03263
C: -2.25746 0.90289 1.79428
C: 1.20822 0.00681 0.10523
C: 1.82800 0.89796 -0.94796
C: -1.16248 0.63117 -1.43116
C: -0.81931 -1.84988 0.23255
P: -0.63397 -0.01160 0.21302
H: 1.53583 -1.33841 1.87064
H: 3.03740 -0.67614 0.91392
H: -2.47638 1.95144 1.40989
H: -1.68851 0.88685 2.69763
H: 1.37678 0.89547 -1.96067
H: 1.56851 1.91772 -0.53634
H: 2.83329 0.67343 -0.83491
H: -2.30477 0.66077 -1.55520
H: -0.78696 1.68422 -1.43215
H: -0.74714 0.19004 -2.24900
H: 0.20526 -2.28721 0.00826
H: -1.08439 -2.20151 1.15420
H: -1.55035 -2.29363 -0.48487

Computed properties:
Frontier orbital gap ... 0.289 hartree
LUMO energy ... 0.0239 hartree

=====

Relative to the most stable one, in eV, the structures come out at w 0.594; x 0.000; y 0.062.